{"formula": "C21H36NaO21", "method": "the ωB97M-V functional and the def2-TZVPD basis", "elements": ["Na", "O", "O", "O", "O", "O", "O", "O", "O", "O", "O", "O", "O", "O", "O", "O", "O", "O", "O", "O", "O", "O", "C", "C", "C", "C", "C", "C", "C", "C", "C", "C", "C", "C", "C", "C", "C", "C", "C", "C", "C", "C", "C", "H", "H", "H", "H", "H", "H", "H", "H", "H", "H", "H", "H", "H", "H", "H", "H", "H", "H", "H", "H", "H", "H", "H", "H", "H", "H", "H", "H", "H", "H", "H", "H", "H", "H", "H", "H"], "coordinates": [[0.3522, -0.2221, -0.3189], [-4.1229, -0.4172, 1.3137], [1.3444, 2.9726, 2.4215], [-1.4753, -2.2684, -3.9462], [-1.9226, -0.7770, 0.8579], [2.7331, -0.6256, 0.2146], [-0.1611, 1.5211, 1.3195], [-0.8774, 5.2750, 0.6435], [2.3105, -4.1070, -0.2151], [-2.6541, 4.0083, 0.4097], [1.3333, -3.7690, 1.7808], [3.4561, 0.1222, 2.2875], [-1.1247, -1.0233, -2.0630], [-2.9399, -1.7492, 2.6441], [1.8313, 1.5214, -4.6529], [0.9507, 1.5518, -2.5188], [0.5159, -2.6178, -0.0948], [-3.1518, -1.0494, -3.2969], [-0.8308, 3.4814, -0.8146], [-0.1843, 1.9265, 3.6000], [4.4942, -1.5850, 1.2950], [2.2388, 3.1801, -3.3430], [-3.0576, 2.9436, -0.3980], [0.4503, -3.2482, 2.7247], [-5.0630, -0.8662, 2.2704], [4.5002, -0.2950, 3.1677], [1.4663, 0.2346, -5.0472], [1.5272, 2.0690, -3.4513], [-1.1593, 0.9513, 3.9130], [-4.1733, -1.5139, 3.3317], [-0.3507, -3.1281, -3.7673], [-1.7716, 2.4815, -1.0786], [3.4798, -0.7188, 1.1799], [2.0516, 3.2875, 1.2265], [4.9253, -1.5934, 2.5838], [-2.9361, -0.9529, 1.5514], [-3.8538, -0.1378, -2.3985], [-1.3717, 4.3459, 0.0959], [2.5753, -3.9647, -1.6312], [0.2898, 2.0502, 2.3491], [1.3011, -3.4520, 0.4400], [2.2093, 3.9776, -2.1527], [-1.8608, -1.3986, -3.0177], [0.4393, 0.0357, -4.7408], [-3.8139, 3.2678, -1.1128], [4.4586, -2.4957, 2.9790], [1.2291, 4.3894, -1.9124], [-0.5470, -3.6768, 2.6252], [1.3730, 3.4135, 0.3828], [-3.3394, 0.8202, -2.3232], [2.4534, 3.3961, -1.2637], [-0.6636, -4.1564, -3.9484], [-4.8237, 0.2061, -2.7578], [-5.7469, -1.6192, 1.8787], [2.9261, 4.7948, -2.2327], [-3.8707, -0.5324, -1.3826], [2.4521, -2.9455, -1.9976], [-3.9387, -0.8385, 4.1545], [0.9066, -3.3451, 3.7098], [2.8571, 2.6077, 0.9491], [-1.3953, 0.8772, 4.9745], [-5.6913, -0.1006, 2.7257], [5.9983, -1.7376, 2.7108], [4.2825, -0.6122, 4.1876], [-2.0656, 1.2036, 3.3624], [1.8361, -4.5421, -2.1864], [3.5314, -4.3933, -1.9318], [-3.5180, 2.1508, 0.1916], [-1.4243, 1.5592, -0.6129], [0.2740, -2.1841, 2.5677], [-4.6047, -2.4631, 3.6496], [1.4978, 0.1756, -6.1351], [-1.9575, 2.3053, -2.1381], [5.3047, 0.4398, 3.1387], [0.3518, -2.9693, -4.5854], [-0.9095, -0.0951, 3.7379], [2.1935, -0.4831, -4.6673], [2.4596, 4.2814, 1.4108], [0.1913, -3.1556, -2.8221]], "atomic_forces_ev_per_a": [[-0.2, -0.1, -0.2], [-0.4, 0.7, -0.5], [-2.0, -2.4, 0.1], [-0.5, 0.2, 0.3], [-3.0, -0.3, 1.8], [1.3, -0.1, 2.1], [1.3, 0.9, 2.5], [1.1, -0.2, -0.6], [-0.7, 0.4, 1.5], [0.5, 0.1, -0.1], [1.6, -0.8, -3.0], [-0.8, -1.1, -0.7], [-2.7, -0.7, -2.8], [-0.2, 0.4, -0.6], [0.1, 2.1, 0.5], [-0.7, -0.2, -0.6], [2.4, -2.9, 1.8], [0.7, 0.3, 0.6], [-0.1, 1.6, 0.5], [1.1, -0.1, -0.3], [-1.1, 0.6, -3.2], [0.0, 0.9, -0.7], [-0.6, -0.8, -0.5], [-1.2, 1.5, -0.1], [-0.5, -0.9, 1.3], [0.8, -0.3, 0.4], [-0.7, -0.7, 0.1], [1.7, -1.2, 0.8], [-1.2, -0.8, -0.3], [-0.2, -0.1, 0.1], [0.7, -0.9, -0.6], [-0.8, -1.5, 0.0], [-0.6, 1.1, -0.8], [-0.4, 1.0, -0.6], [1.4, -1.7, 1.6], [3.8, -0.3, -1.6], [1.2, 0.7, 0.5], [-0.8, 0.2, 0.8], [-1.5, 0.1, -0.5], [0.6, 0.9, -1.0], [-1.0, 2.1, -1.2], [-0.4, -0.2, 0.9], [1.4, 0.7, 2.4], [0.1, -0.4, 0.2], [0.0, 0.3, -0.1], [-0.1, 0.2, 0.9], [-0.1, 0.0, -0.6], [0.2, -0.4, 0.3], [-0.1, -0.3, 0.2], [0.5, -0.2, -0.1], [0.3, -0.3, -0.4], [-0.6, 0.1, 0.1], [-0.1, -1.2, -0.4], [0.2, 0.1, -0.6], [0.0, -0.3, -0.5], [-0.3, -0.2, -0.2], [0.3, 0.2, 0.5], [-0.3, -0.2, 0.2], [-0.1, -0.5, -0.2], [-0.2, -0.3, 0.4], [0.4, 1.2, 0.1], [0.4, 0.5, -0.5], [0.1, 0.0, -0.6], [-1.0, 1.2, 0.2], [-0.1, -0.2, 0.0], [-0.2, -0.2, 0.2], [0.1, 0.2, 0.9], [0.2, 0.0, 0.2], [-0.1, 0.0, -0.2], [0.2, 0.2, -0.2], [0.3, 0.2, 0.3], [0.1, 0.3, 0.1], [0.6, 0.3, 0.0], [-0.2, 0.1, 0.1], [0.1, 0.5, 0.1], [0.6, 0.1, -0.9], [-0.2, -0.2, 0.3], [0.2, -0.1, 0.1], [-0.6, 0.9, 0.2]], "orbital_gap_ev": 11.11, "lumo_energy_ev": -1.918, "charge": 1, "total_energy_ha": -2563.99923}